The following is a quantum chemistry calculation of a cluster of 12 separate species, C13H50NO15P in total, from the OMol25 dataset.

The SMILES is CP(O)OC(=O)ON.CO.CO.CO.CO.CO.CO.CO.CO.CO.CO.CO. The HOMO-LUMO gap is 9.3 eV. The value obtained for the total energy is -55776.8103 eV. The net charge is 0.

Each line ends with the Löwdin charge.
Element x y z (Å)
C (1.855, -0.955, -1.121)  -0.231
P (3.194, -2.125, -1.540)  0.873
O (3.015, -2.387, -3.140)  -0.244
O (2.729, -3.561, -0.761)  -0.166
C (3.689, -4.491, -0.531)  -0.650
O (3.398, -5.559, -0.055)  0.154
O (4.957, -4.165, -0.874)  -0.106
N (5.630, -3.383, 0.161)  0.091
H (0.862, -1.329, -1.312)  0.046
H (2.001, -0.083, -1.730)  0.028
H (2.010, -0.688, -0.089)  0.040
H (3.751, -1.929, -3.539)  0.040
H (4.924, -3.089, 0.827)  0.073
H (5.854, -2.522, -0.327)  0.061
C (-1.227, 2.103, -1.444)  -0.125
O (-0.341, 1.035, -1.825)  -0.139
H (-1.774, 1.794, -0.557)  0.078
H (-0.650, 2.993, -1.213)  0.055
H (-1.929, 2.314, -2.252)  0.061
H (0.132, 1.329, -2.605)  0.069
C (-1.351, -1.347, 1.478)  -0.151
O (-0.856, -0.011, 1.578)  -0.126
H (-1.585, -1.703, 2.476)  0.086
H (-2.262, -1.352, 0.866)  0.070
H (-0.606, -1.993, 1.036)  0.048
H (-0.665, 0.272, 0.679)  0.034
C (0.057, 4.559, 1.234)  -0.125
O (0.406, 3.251, 0.768)  -0.145
H (-0.312, 5.132, 0.385)  0.062
H (-0.722, 4.501, 1.994)  0.062
H (0.938, 5.061, 1.646)  0.081
H (0.727, 2.752, 1.522)  0.076
C (1.728, -2.998, 3.478)  -0.124
O (0.925, -2.974, 2.298)  -0.137
H (1.076, -2.830, 4.330)  0.083
H (2.220, -3.965, 3.604)  0.059
H (2.485, -2.209, 3.452)  0.077
H (1.511, -3.126, 1.554)  0.048
C (2.928, -7.551, 4.050)  -0.143
O (3.468, -6.238, 4.231)  -0.136
H (2.721, -7.964, 5.033)  0.080
H (1.997, -7.509, 3.478)  0.082
H (3.636, -8.197, 3.534)  0.055
H (3.650, -5.886, 3.358)  0.053
C (-2.764, 6.814, 2.535)  -0.146
O (-2.128, 5.786, 3.296)  -0.139
H (-3.408, 6.330, 1.807)  0.078
H (-3.373, 7.457, 3.176)  0.074
H (-2.029, 7.425, 2.004)  0.071
H (-1.559, 6.211, 3.940)  0.075
C (-4.442, 4.193, -3.493)  -0.147
O (-3.574, 3.138, -3.885)  -0.138
H (-4.990, 3.876, -2.609)  0.079
H (-3.867, 5.094, -3.258)  0.059
H (-5.151, 4.418, -4.294)  0.078
H (-3.099, 3.438, -4.666)  0.032
C (-1.523, 6.658, -1.962)  -0.165
O (-1.162, 7.595, -0.948)  -0.129
H (-2.201, 5.933, -1.520)  0.070
H (-2.030, 7.161, -2.790)  0.072
H (-0.637, 6.136, -2.334)  0.078
H (-0.563, 8.234, -1.336)  0.071
C (-0.931, 5.634, -6.136)  -0.132
O (-1.817, 4.536, -5.923)  -0.130
H (-1.180, 6.401, -5.408)  0.070
H (0.109, 5.332, -5.992)  0.080
H (-1.053, 6.045, -7.140)  0.080
H (-1.602, 3.856, -6.565)  0.083
C (-5.319, -1.922, 1.618)  -0.165
O (-4.939, -0.985, 2.618)  -0.125
H (-6.019, -2.629, 2.055)  0.076
H (-5.808, -1.410, 0.784)  0.076
H (-4.448, -2.472, 1.252)  0.065
H (-4.322, -0.373, 2.211)  0.063
C (3.560, -9.969, 1.154)  -0.155
O (3.221, -10.392, 2.475)  -0.138
H (2.761, -9.324, 0.802)  0.078
H (4.496, -9.405, 1.148)  0.076
H (3.649, -10.823, 0.478)  0.074
H (3.926, -10.962, 2.788)  0.073

---

The following is a quantum chemistry calculation of a structure of composition C13H52B3F3HgN2O7S, from the OMol25 dataset.

The HOMO-LUMO gap is 9.6 eV. The value obtained for the total energy is -56817.8886 eV. The net charge is 0.

Each line ends with the Löwdin charge.
Element x y z (Å)
Hg (-6.099, 4.770, -25.444)  1.144
N (-5.690, 5.405, -29.306)  0.304
H (-5.470, 5.006, -30.208)  0.149
H (-5.093, 4.958, -28.625)  0.043
H (-6.637, 5.094, -29.146)  0.107
H (-5.476, 6.381, -29.159)  0.060
N (-7.211, 8.955, -24.798)  0.303
H (-6.747, 8.179, -25.247)  -0.010
H (-6.656, 9.768, -24.571)  0.075
H (-7.517, 8.651, -23.885)  0.073
H (-8.004, 9.160, -25.388)  0.147
B (-5.760, 7.055, -26.167)  -0.500
H (-6.600, 6.862, -25.518)  -0.027
H (-5.460, 6.246, -26.815)  -0.049
H (-6.000, 7.885, -26.812)  0.012
H (-4.877, 7.345, -25.618)  0.010
B (-4.497, 3.803, -26.990)  -0.437
H (-3.835, 3.192, -27.584)  -0.016
H (-4.462, 3.562, -25.939)  -0.038
H (-4.130, 4.814, -27.082)  -0.048
H (-5.489, 3.646, -27.383)  -0.054
B (-8.044, 4.506, -26.940)  -0.438
H (-8.447, 5.354, -26.409)  -0.047
H (-7.141, 4.869, -27.405)  -0.111
H (-7.863, 3.694, -26.252)  -0.034
H (-8.793, 4.249, -27.673)  -0.021
C (-8.132, 5.301, -21.053)  -0.699
F (-7.145, 4.616, -20.543)  0.176
F (-9.074, 4.563, -21.507)  0.201
F (-8.664, 6.191, -20.194)  0.125
S (-7.437, 6.404, -22.489)  0.610
O (-7.148, 5.468, -23.614)  -0.420
O (-8.488, 7.413, -22.762)  -0.333
O (-6.159, 6.995, -22.027)  -0.334
C (-2.058, 5.264, -23.836)  -0.076
C (-3.261, 4.657, -23.275)  -0.501
C (-3.183, 5.030, -21.760)  -0.038
O (-4.406, 5.281, -23.670)  -0.108
H (-1.076, 4.876, -23.565)  0.094
H (-2.064, 6.311, -23.533)  0.080
H (-2.090, 5.358, -24.921)  0.085
H (-3.217, 3.614, -23.587)  0.153
H (-4.062, 4.598, -21.282)  0.078
H (-3.149, 6.093, -21.522)  0.084
H (-2.301, 4.665, -21.235)  0.078
H (-4.379, 6.170, -23.310)  0.071
C (-4.254, 9.735, -23.088)  -0.024
C (-4.937, 11.120, -23.195)  -0.454
C (-4.829, 11.699, -24.684)  -0.040
O (-6.262, 10.877, -23.043)  -0.075
H (-3.216, 9.674, -23.416)  0.082
H (-4.830, 8.937, -23.556)  0.055
H (-4.187, 9.564, -22.013)  0.084
H (-4.719, 11.886, -22.452)  0.140
H (-5.106, 12.744, -24.825)  0.068
H (-5.296, 11.076, -25.447)  0.063
H (-3.804, 11.855, -25.019)  0.066
H (-6.750, 11.649, -22.749)  0.121
C (-8.187, 9.497, -29.995)  -0.070
C (-9.329, 8.751, -29.432)  -0.449
C (-9.002, 7.634, -28.397)  -0.029
O (-10.155, 9.692, -28.666)  -0.074
H (-7.262, 8.920, -29.996)  0.064
H (-7.891, 10.286, -29.304)  0.090
H (-8.354, 9.730, -31.047)  0.083
H (-9.897, 8.374, -30.282)  0.130
H (-8.505, 7.988, -27.494)  0.063
H (-8.316, 6.907, -28.832)  0.060
H (-9.777, 6.970, -28.013)  0.084
H (-10.600, 10.194, -29.353)  0.076
C (-2.739, 8.298, -30.107)  -0.035
C (-3.315, 8.039, -28.699)  -0.474
C (-3.213, 9.227, -27.806)  -0.051
O (-4.684, 7.747, -28.814)  -0.100
H (-2.930, 7.544, -30.870)  0.071
H (-1.652, 8.345, -30.040)  0.083
H (-3.182, 9.202, -30.525)  0.080
H (-2.786, 7.221, -28.209)  0.145
H (-3.542, 10.123, -28.332)  0.093
H (-2.239, 9.378, -27.341)  0.090
H (-3.760, 9.053, -26.879)  0.064
H (-4.978, 7.597, -27.912)  -0.006

---

Values for strongest force on any atom, hartree/bohr, ordered as above
0.040, 0.095